136
Properties=species:S:1:pos:R:3:forces:R:3 method="wB97M-V/def2-TZVPD" homo_energy_ev=-8.9 lumo_ev=0.23 mol_weight_g_mol=713.1 max_force_ha_per_bohr=0.0732 energy_ev=-62902.6320 smiles=COC[C@H](C)N.COC[C@H](C)N.COC[C@H](C)N.COC[C@H](C)N.COC[C@H](C)N.COC[C@H](C)N.COC[C@H](C)N.COC[C@H](C)N gap_ev=9.09
O 6.044064 -3.092648 3.300209 1.02 -0.06 -0.82
O -5.958266 -3.743838 -0.009991 -0.51 2.66 -0.28
O -5.062086 3.466982 2.610799 0.11 -0.75 -0.48
O -5.195906 -1.813038 5.512529 -1.86 -0.29 -0.05
O 0.398844 -6.275768 -1.899181 0.18 -0.81 -0.32
O 6.406024 8.615542 2.536889 -0.18 0.05 0.37
O -0.008396 0.829562 -8.888061 0.11 0.55 2.02
O 1.785204 1.756262 -0.143721 -1.02 0.52 -0.30
N -1.950706 2.296312 -0.216481 0.22 1.23 0.55
N 9.745784 9.194082 4.212959 -0.20 -0.93 -0.02
N 9.520084 -1.737698 2.330099 -0.45 -0.94 0.38
N -2.273446 2.120012 -7.829581 -0.73 -1.45 -1.07
N -6.381966 3.695832 -0.205011 -0.18 -0.28 -0.36
N 1.259384 -6.134558 -5.573181 -0.17 -0.58 -0.09
N -4.202816 -4.199768 3.737449 0.01 0.26 0.61
N -4.351256 -6.395528 -0.399271 -0.50 0.86 2.15
C -0.991646 3.121062 -6.077091 1.00 0.60 0.10
C 8.558874 9.584572 3.449519 0.28 -0.60 -0.66
C -6.870536 3.915752 1.147079 -0.01 1.58 -0.50
C 7.252614 -2.732388 2.449699 -2.58 -0.90 -0.18
C -0.941876 2.564382 -7.493431 0.51 1.20 0.33
C 1.400764 -7.145678 -1.331081 -0.84 0.01 -0.14
C -5.928796 -6.764548 -2.124851 -1.51 2.14 -0.80
C -5.789956 4.539692 2.108609 -2.04 -1.57 0.10
C 0.139504 1.466052 -7.589611 -1.57 0.35 -1.30
C 7.516724 8.459852 3.421819 -0.31 -0.73 0.84
C -6.362036 -1.042988 5.152939 0.62 -1.44 -0.03
C -2.147536 -2.849018 3.480879 -0.43 -0.65 0.95
C 5.465714 7.535582 2.634469 0.16 0.20 -1.14
C 1.887204 -4.556658 -3.864461 -0.01 -0.74 0.78
C -7.675696 2.694842 1.649239 1.20 0.64 0.34
C 0.310614 -0.538288 -8.794561 -0.07 0.34 -1.16
C 2.375464 1.634202 1.131989 0.34 0.02 -0.24
C -3.406776 -3.183948 4.426319 0.54 2.18 -1.95
C 9.066264 9.801972 2.029439 -0.45 0.23 0.34
C 4.815204 -3.241798 2.518359 1.60 0.37 0.25
C 8.008484 -0.814678 3.746279 -1.06 2.90 2.16
C 0.530524 2.526602 -0.133911 0.80 -0.92 -0.01
C -6.471826 -4.932538 -0.474391 1.28 -1.95 0.26
C -5.952186 -2.740708 -1.037631 1.29 0.00 -0.32
C 8.387094 -2.077858 3.214569 -0.97 -1.89 -1.52
C 1.443394 -6.030478 -4.117291 -0.63 1.01 -0.91
C -0.683076 0.416052 -1.125281 1.38 -0.55 0.64
C -4.236466 3.818532 3.644889 1.82 0.31 0.52
C -5.343566 -5.678968 -1.184091 0.40 -2.30 -2.61
C 0.163394 -6.424098 -3.325251 1.15 0.53 1.07
C -0.692426 1.579132 -0.131041 -0.28 -1.47 0.42
C -4.253346 -1.835818 4.490969 2.65 0.02 1.10
H -7.056996 -1.164398 5.983829 0.04 0.45 -0.11
H -6.123766 -0.014658 4.881189 0.03 0.19 0.35
H -0.494666 -0.555928 -0.669371 0.16 0.07 0.83
H 1.376234 -0.708348 -8.640841 0.22 0.03 -0.02
H -5.324196 -3.028238 -1.880881 0.38 -0.40 0.00
H 0.494204 3.086482 0.800599 -0.03 0.26 0.05
H 1.171204 1.811432 -7.523161 -0.12 0.32 0.38
H -5.117896 5.282502 1.678869 -0.22 0.14 -0.44
H 8.084374 10.445522 3.920369 -0.15 0.41 -0.43
H 10.216004 -1.544068 3.035999 0.81 0.18 -0.47
H -4.577756 -1.567928 3.485439 -0.64 -0.28 -0.13
H -1.556106 -3.727078 3.221409 -0.23 -0.39 0.41
H -6.746956 -5.521488 0.400559 -0.34 -0.04 0.04
H 1.807334 -4.328368 -2.801631 -0.17 0.10 0.03
H -2.769626 2.892802 -8.249941 -0.37 0.81 0.86
H -1.835616 3.789982 -5.908591 -0.12 -0.25 -0.08
H 8.873064 -0.465648 4.310889 -0.04 0.61 0.09
H -7.315356 -4.823408 -1.156041 -0.13 0.17 0.01
H 8.615184 -2.773498 4.022139 0.37 -0.20 0.11
H 10.054944 10.256992 2.089289 -0.21 0.43 -0.41
H 5.016544 -3.690608 1.545669 0.12 -0.13 -0.09
H -7.545246 4.757742 0.992429 -0.47 0.01 0.28
H -3.596826 -6.829388 -0.911821 -0.27 0.16 -0.50
H 7.158324 8.396122 4.449239 -0.38 -0.25 0.30
H 7.751384 -0.088888 2.974769 0.21 -0.04 -0.10
H -8.489946 2.415272 0.980709 0.28 0.21 -0.18
H 1.040034 -7.089448 -5.818481 0.19 -0.36 -0.10
H -6.517906 4.545292 -0.734201 0.44 -0.21 -0.21
H 2.921944 -4.343268 -4.132551 0.00 -0.39 -0.25
H -1.911886 2.848772 0.628129 -0.45 0.88 0.07
H 2.229154 -6.753558 -3.898581 0.11 0.20 0.33
H 4.719994 7.656812 1.848789 -0.18 0.74 0.17
H -4.648486 -3.629998 3.032579 -0.21 -0.41 -0.83
H 4.114284 -3.894038 3.039319 0.19 0.23 0.25
H -0.099776 3.710292 -5.863801 0.17 0.18 -0.08
H 4.404884 -2.247338 2.342889 -0.29 0.00 0.05
H -1.439226 -2.162508 3.944679 -0.23 0.24 0.07
H -4.761356 -4.957678 -1.757561 -0.52 0.35 -0.55
H -5.463406 -1.838388 -0.670201 -0.39 -0.04 0.39
H -3.616616 -1.012848 4.815599 0.90 0.18 -0.60
H 3.299824 1.058322 1.087119 -0.25 -0.51 -0.47
H -1.623786 0.158992 -1.612201 0.25 1.05 -0.81
H -6.870366 -2.496908 -1.572051 -0.75 -0.17 0.87
H 7.600634 -3.637948 1.952769 0.04 -0.34 0.10
H -8.098726 2.880732 2.636449 0.11 -0.08 0.13
H 1.273174 -3.854458 -4.428361 -0.22 -0.13 0.03
H 4.948064 7.423602 3.587149 0.30 0.23 0.24
H 1.277124 -8.197278 -1.589841 -0.20 -0.11 -0.64
H 7.175784 -0.825268 4.449549 -0.06 -0.30 0.04
H -0.619666 1.116882 0.853419 0.09 -0.17 0.39
H -3.760466 4.790242 3.513359 -0.18 0.52 -0.27
H 5.868774 6.579082 2.301669 0.74 -0.22 0.55
H -3.370776 3.157342 3.605969 -0.17 -0.43 0.51
H -6.355236 4.967402 2.936629 -0.03 0.52 0.22
H 7.960434 7.492032 3.188259 0.56 -0.03 -0.02
H 1.240494 -7.175868 -0.253351 0.16 0.60 0.01
H 2.769644 2.592812 1.469319 -0.60 0.37 0.43
H 9.807964 -2.560598 1.820139 0.35 -0.19 -0.09
H -3.940446 -5.656958 0.153759 0.59 -0.29 0.64
H 9.604194 8.797222 5.130859 -0.14 0.29 0.04
H -6.625836 -7.406378 -1.586051 0.85 -0.80 0.07
H -5.432166 3.360672 -0.280201 0.05 0.09 0.08
H 6.770044 -2.145718 1.668009 0.72 0.68 -0.16
H 1.680744 1.139932 1.811079 0.12 0.25 0.41
H -4.695016 3.856032 4.633039 -0.28 -0.34 0.08
H 0.438514 -5.636128 -5.885991 -0.12 0.50 0.12
H -6.647676 -6.260638 -2.770901 -0.36 0.50 -0.18
H -2.130176 1.676512 -8.725611 0.04 -1.30 -0.20
H -3.090226 -3.480858 5.426189 -0.02 -0.10 -0.13
H -0.693486 -5.785718 -3.540501 0.20 0.39 -0.06
H 8.311134 10.368442 1.484479 0.41 0.17 -0.31
H -0.184876 -7.427608 -3.569721 0.33 -0.40 0.02
H -0.962336 2.338052 -5.319361 -0.45 -0.19 -0.11
H -0.121666 0.801692 -6.765911 0.32 -0.57 -0.10
H 0.274324 0.556952 -1.626911 -0.61 -0.20 -1.42
H 10.470964 9.897082 4.210019 -0.23 0.00 0.13
H 0.593604 3.242032 -0.953831 -0.24 -0.23 -0.21
H -6.928506 1.903102 1.703629 -0.37 -0.39 0.18
H -0.227606 -1.046888 -7.994711 -0.30 -0.08 -0.13
H 2.419634 -6.856058 -1.588221 0.00 0.21 0.10
H 0.020224 -0.830698 -9.803661 0.14 -1.05 0.26
H -6.771986 -1.533988 4.270349 -0.41 0.17 -0.14
H -4.979036 -4.389718 4.355119 -0.28 -0.47 0.24
H -0.789596 3.330542 -8.253641 1.20 0.50 0.34
H -2.421396 -2.477688 2.493359 -0.49 0.36 0.15
H 9.197194 8.830042 1.553719 -0.03 0.00 -0.01
H -5.294486 -7.134448 -2.930401 0.52 -0.82 0.89
H -2.755016 1.717432 -0.021301 0.07 -0.61 -0.30